Record 1
Computed, not measured: a single C17H25N3O3 molecule, with ωB97M-V with the def2-TZVPD basis set.

Computed properties:
- Spin multiplicity: 1
- ΔE to the lowest compared entry with this formula, charge and spin: 164.1 kJ/mol
- Frontier orbital gap: 9.00 eV

Positions of all 48 atoms, in Å:
C  3.33477  -6.98411  -3.43852
C  2.54863  -5.84655  -2.86151
C  2.81078  -4.53256  -3.22068
C  2.06599  -3.49353  -2.69607
C  1.03805  -3.75290  -1.79705
C  0.75475  -5.07281  -1.41734
C  1.51883  -6.09162  -1.96032
H  1.30709  -7.11248  -1.67358
C  -0.34773  -5.38339  -0.44702
H  -0.17010  -4.90259  0.51537
H  -1.31164  -5.04368  -0.82703
H  -0.40984  -6.45585  -0.28153
N  0.26783  -2.72047  -1.25635
C  0.31282  -1.39654  -1.46627
O  1.06549  -0.75795  -2.18260
C  -0.77976  -0.69846  -0.64376
O  -1.52360  -1.32954  0.09083
N  -0.80089  0.61789  -0.85622
H  -0.09192  0.97202  -1.48835
C  -1.69943  1.53909  -0.20862
C  -0.94448  2.54402  0.66150
C  -1.91328  3.50491  1.35056
N  -1.22155  4.64621  1.92245
C  -0.48031  4.31365  3.12826
C  0.28954  5.54683  3.60105
H  0.80913  5.34096  4.53836
O  -0.57289  6.62965  3.85582
C  -1.31167  6.94618  2.70064
C  -2.12514  5.74762  2.21253
H  -2.65802  6.02047  1.29918
H  -2.86397  5.47312  2.98664
H  -1.96886  7.77397  2.97235
H  -0.62996  7.26574  1.89800
H  1.02178  5.82788  2.82902
H  0.22887  3.51563  2.90819
H  -1.15790  3.97692  3.93377
H  -2.50485  2.96057  2.10750
H  -2.60823  3.89137  0.59956
H  -0.25943  3.12683  0.04327
H  -0.35732  1.99624  1.39920
H  -2.28426  2.06868  -0.96871
H  -2.37692  0.93774  0.40319
H  -0.46505  -2.98594  -0.60074
H  2.27383  -2.47485  -2.97834
H  3.60587  -4.31441  -3.91828
H  4.26074  -6.62973  -3.88406
H  2.75348  -7.48540  -4.21305
H  3.57072  -7.71885  -2.67123



Record 2
Computed, not measured: a 3-piece molecular cluster, C10H20O7 overall, with ωB97M-V with the def2-TZVPD basis set.

Computed properties:
- Spin multiplicity: 1
- Frontier orbital gap: 10.36 eV

Positions of all 37 atoms, in Å:
C  13.40347  -8.31672  -11.73153
C  14.51335  -7.65968  -12.49658
C  14.05193  -6.24421  -12.61799
O  13.45096  -5.97595  -11.31631
C  12.80861  -7.15462  -10.88195
H  13.86267  -9.13763  -11.18077
H  12.60382  -8.80863  -12.28531
H  14.43420  -8.16289  -13.46023
H  15.48190  -7.68305  -11.99712
H  13.39128  -6.23393  -13.48490
H  14.86443  -5.52680  -12.73320
H  11.74116  -7.09227  -11.09353
H  12.84245  -7.24175  -9.79597
C  16.96375  -12.47694  -16.88753
O  15.80646  -12.75053  -16.12634
C  15.56286  -11.92057  -15.12269
O  16.43554  -11.18513  -14.64858
O  14.30518  -11.98490  -14.74479
C  13.75971  -10.98466  -13.83683
H  16.87562  -13.00269  -17.83828
H  17.88078  -12.88203  -16.45967
H  17.27097  -11.45473  -17.10845
H  13.78284  -9.92549  -14.09321
H  14.32525  -11.09435  -12.91150
H  12.73722  -11.31790  -13.65921
C  15.45507  -5.33994  -15.89644
O  14.74658  -6.39150  -16.51156
C  13.77412  -6.16674  -17.37596
O  13.52182  -5.12295  -17.95959
O  12.99047  -7.28451  -17.35934
C  11.98758  -7.41727  -18.47560
H  16.16133  -5.72768  -15.16230
H  14.79104  -4.78704  -15.23201
H  16.06619  -4.80271  -16.62170
H  11.72028  -8.47383  -18.49352
H  12.22043  -6.85319  -19.37876
H  11.10742  -6.85974  -18.15531



Record 3
Computed, not measured: C2H4N4O2 as an isolated structure, with ωB97M-V with the def2-TZVPD basis set.

Computed properties:
- Spin multiplicity: 1
- ΔE to the lowest compared entry with this formula, charge and spin: 598.2 kJ/mol
- Frontier orbital gap: 8.54 eV

Positions of all 12 atoms, in Å:
C  0.49576  0.20788  1.27694
C  -0.47264  -0.59918  -0.62963
H  1.45719  1.36305  2.27997
H  0.16245  1.41242  -2.01916
H  -2.39034  -1.20416  -1.27984
H  -1.33932  -0.65107  1.24793
N  1.28188  0.65461  0.29658
N  0.67775  -0.03227  -0.87827
N  -1.34407  -0.98219  -1.54439
N  -0.43907  -0.65623  0.84613
O  1.07269  0.19726  2.58182
O  0.83773  0.28989  -2.17807



Record 4
Computed, not measured: an isolated ion of composition C23H24NO2 and charge +1, with ωB97M-V with the def2-TZVPD basis set.

Computed properties:
- Spin multiplicity: 1
- ΔE to the lowest compared entry with this formula, charge and spin: 37.2 kJ/mol
- Total charge: +1
- Frontier orbital gap: 8.60 eV

Positions of all 50 atoms, in Å:
C  -4.08781  -1.90895  -3.98279
C  -2.71483  -2.13245  -4.12490
C  -2.00977  -2.85448  -3.16047
C  -2.70265  -3.31904  -2.04063
O  -2.02658  -3.82136  -0.92355
C  -1.15300  -2.95770  -0.26475
C  -1.56825  -2.41304  0.95505
C  -0.89285  -1.30922  1.44350
C  0.25989  -0.81368  0.81123
C  0.93397  0.42072  1.40465
C  2.45522  0.41453  1.40603
C  3.11857  0.47782  2.63704
C  4.49273  0.70686  2.66926
C  5.20952  0.76543  1.46972
C  4.55336  0.62710  0.24466
C  3.16227  0.51545  0.20129
C  0.75415  -1.48964  -0.30459
C  0.04622  -2.55651  -0.85511
C  -4.09254  -3.19891  -1.93222
C  -4.77319  -2.44979  -2.88910
H  -4.62723  -1.31422  -4.72293
H  -2.17830  -1.74140  -4.98901
H  -0.94176  -3.04282  -3.26076
H  -2.45522  -2.80339  1.45221
H  -1.28378  -0.80583  2.33245
H  0.59500  0.49096  2.44112
H  2.53222  0.41600  3.55713
H  4.98946  0.83026  3.63223
H  6.28624  0.91824  1.49277
H  5.11653  0.61227  -0.68991
H  2.62980  0.54523  -0.76121
H  1.68714  -1.19482  -0.78195
H  0.39874  -3.05346  -1.75714
H  -4.59112  -3.64883  -1.07620
H  -5.84643  -2.29704  -2.77272
C  -1.42094  3.17738  0.42514
C  -1.02166  1.76907  0.82125
N  0.49410  1.64559  0.81542
C  1.23068  2.82067  1.45907
C  0.61156  4.15859  1.07934
O  -0.80365  4.13708  1.28071
H  -1.17119  3.35079  -0.64126
H  -2.49469  3.30871  0.60567
H  -1.34086  1.52747  1.84458
H  -1.43874  1.02752  0.12372
H  0.76428  1.66357  -0.17770
H  1.16545  2.65687  2.54623
H  2.28841  2.79518  1.15571
H  0.98038  4.93161  1.76839
H  0.88116  4.41560  0.03331



Record 5
Computed, not measured: C25H19AsBrO2RuS2 as an isolated structure, with ωB97M-V with the def2-TZVPD basis set.

Computed properties:
- Spin multiplicity: 2
- Total charge: -2
- Frontier orbital gap (alpha / beta): 4.64 / 4.78 eV

Positions of all 51 atoms, in Å:
Ru  -1.05361  -0.47995  -1.39632
S  -0.33858  1.69956  -0.57024
C  -0.01787  2.38257  1.02798
C  0.43220  3.67733  1.29081
C  0.61994  4.06760  2.62397
C  0.34941  3.16329  3.66435
C  -0.10348  1.86786  3.37147
C  -0.27154  1.49570  2.03052
As  -0.88490  -0.18746  1.28102
C  0.84777  -1.07880  1.00406
C  0.84861  -2.44251  0.67980
C  2.05418  -3.12058  0.47590
C  3.26852  -2.43980  0.59342
C  3.27771  -1.08031  0.91477
C  2.07377  -0.39980  1.11994
C  -1.27525  -1.11145  2.96567
C  -0.26948  -1.41544  3.89905
C  -0.59190  -2.06666  5.09338
C  -1.91734  -2.41668  5.36388
C  -2.92129  -2.11894  4.43806
C  -2.60094  -1.47067  3.24132
H  0.62937  4.36864  0.48180
H  0.96718  5.06695  2.85160
H  0.48789  3.46736  4.69375
H  -0.31498  1.18731  4.18040
H  -0.08730  -2.97847  0.58741
H  2.04697  -4.17396  0.22730
H  4.20167  -2.96465  0.43530
H  4.21823  -0.55289  1.00543
H  2.11306  0.64961  1.36787
H  0.76038  -1.14589  3.70809
H  0.18537  -2.29686  5.81048
H  -2.16676  -2.91744  6.29047
H  -3.94809  -2.38851  4.64869
H  -3.38450  -1.23995  2.53155
O  0.75288  2.88143  -3.29356
C  0.15079  1.76185  -3.47026
O  -0.27225  0.97420  -2.56294
C  -0.09262  1.31093  -4.88851
C  0.31646  2.07295  -5.99501
C  0.07459  1.62457  -7.29633
C  -0.57947  0.40856  -7.50334
C  -0.99231  -0.36046  -6.41208
C  -0.74767  0.09304  -5.11616
S  -1.24664  -0.83635  -3.75536
H  0.82409  3.01673  -5.81703
H  0.39679  2.22479  -8.13865
H  -0.77101  0.05355  -8.50863
H  -1.50083  -1.30592  -6.56864
Br  -1.80403  -2.76259  -2.31368
H  -1.74322  -1.76342  -0.29280



Record 6
Computed, not measured: a 11-piece molecular cluster, C34H81F6N9O8P overall, with ωB97M-V with the def2-TZVPD basis set.

Computed properties:
- Spin multiplicity: 1
- Total charge: -1
- Frontier orbital gap: 7.81 eV

Positions of all 139 atoms, in Å:
P  -24.66881  8.51889  4.44659
F  -24.19307  10.03816  4.92019
F  -25.83453  9.08819  3.44235
F  -23.56756  8.37836  3.19162
F  -25.12795  7.07629  4.10785
F  -23.41286  7.79121  5.17526
F  -25.53793  8.47603  5.84304
O  -26.82612  3.77490  7.78773
C  -26.87184  4.82940  7.17208
N  -25.77878  5.56682  7.09702
C  -28.20890  5.35130  6.75970
H  -24.91650  5.15060  7.41850
H  -25.70699  6.55336  6.89280
H  -28.38009  6.42637  6.81466
H  -29.12247  4.88215  7.12489
H  -28.26380  5.21784  5.67930
O  -23.56005  4.90862  -0.21328
C  -22.62914  5.66585  0.07522
N  -22.68181  6.30572  1.16633
C  -21.45282  5.86898  -0.81452
H  -21.90185  6.83332  1.53158
H  -23.37911  6.01399  1.83622
H  -21.39616  4.96801  -1.42539
H  -20.56677  6.03404  -0.20152
H  -21.74914  6.68476  -1.47390
O  -28.11514  5.86385  0.61490
C  -27.14059  6.17051  1.39272
N  -26.55827  7.31050  1.55114
C  -26.60538  4.98855  2.31196
H  -26.82221  8.07016  0.94012
H  -25.88688  7.51294  2.27802
H  -25.63965  5.21227  2.76520
H  -26.56830  3.99524  1.86469
H  -27.18621  4.93220  3.23258
O  -26.09465  14.01166  5.64495
C  -25.81874  12.87463  5.58010
N  -24.80491  12.38994  6.18245
C  -26.85034  11.92666  5.12460
H  -24.58795  13.00965  6.94990
H  -24.67603  11.39453  6.06992
H  -27.88026  12.22389  4.92707
H  -27.05326  11.17304  5.88550
H  -26.38538  11.40477  4.28821
O  -19.65534  11.68069  6.74623
C  -20.59182  12.22632  7.33390
N  -20.50130  13.49974  7.76455
C  -21.77532  11.45309  7.86438
H  -21.26650  14.00764  8.18479
H  -19.74595  13.96398  7.28078
H  -21.30689  10.62693  8.39932
H  -22.54736  11.17416  7.14728
H  -22.15714  12.23433  8.52163
O  -23.17374  3.74975  6.84348
C  -22.65822  4.35991  5.89905
N  -21.40802  4.78566  6.01708
C  -23.32107  4.37166  4.52155
H  -21.07039  4.53353  6.93498
H  -20.97269  5.41714  5.35995
H  -23.02890  5.30362  4.03759
H  -24.39717  4.34077  4.69227
H  -22.96332  3.43447  4.09518
C  -31.45953  6.79643  1.95074
C  -31.29664  8.31260  2.09694
N  -30.68375  8.73740  3.34787
C  -30.60106  10.22105  3.45365
C  -31.95684  10.87947  3.78264
C  -29.26336  8.11925  3.25249
C  -28.63366  8.30180  4.65028
H  -31.97974  6.41317  2.82858
H  -30.53130  6.22506  1.95404
H  -31.94360  6.60331  0.99341
H  -30.67534  8.74794  1.31428
H  -32.24180  8.83942  1.96570
H  -29.86464  10.66140  4.12587
H  -30.29788  10.63298  2.49110
H  -32.17493  10.52575  4.79032
H  -32.11301  11.94969  3.91803
H  -32.67844  10.54652  3.03663
H  -28.68373  8.57015  2.44699
H  -29.28306  7.03073  3.19912
H  -27.87544  7.56037  4.90226
H  -29.49092  8.41983  5.31305
H  -28.11365  9.25859  4.69752
C  -30.38288  15.30638  1.45535
C  -29.87060  14.46210  0.28915
N  -28.47240  14.10039  0.36482
C  -27.37027  15.20469  0.49852
C  -27.60392  16.40960  -0.45942
C  -28.36774  12.95477  1.20376
C  -26.92025  12.26099  1.34050
H  -30.28199  14.84116  2.43589
H  -31.39400  15.61384  1.18850
H  -29.87610  16.25231  1.26429
H  -30.38095  13.50238  0.20805
H  -30.21975  15.04706  -0.56173
H  -26.37733  14.77939  0.35260
H  -27.40161  15.50423  1.54609
H  -27.00902  16.09945  -1.31849
H  -27.19679  17.34055  -0.06485
H  -28.63506  16.51042  -0.79808
H  -28.59798  13.19854  2.24091
H  -29.09219  12.16099  1.02157
H  -26.22035  12.90070  1.87809
H  -26.82281  11.24964  1.73519
H  -26.50194  12.17205  0.33790
C  -23.33268  8.16030  8.94218
C  -24.32412  7.19782  9.75903
N  -25.55000  7.91765  10.22743
C  -26.18288  8.99742  9.42234
C  -27.26272  8.55348  8.35545
C  -26.31198  7.12227  11.21804
C  -27.40087  7.93377  12.04379
H  -23.76086  8.84396  8.20912
H  -22.46126  7.65453  8.52634
H  -22.98305  8.97414  9.57740
H  -24.58435  6.28483  9.22346
H  -23.88008  6.68602  10.61284
H  -26.65254  9.69381  10.11700
H  -25.50075  9.64188  8.86782
H  -27.48588  9.38552  7.68762
H  -26.97223  7.75207  7.67613
H  -28.21708  8.32708  8.83088
H  -25.72067  6.70120  12.03116
H  -26.75607  6.34092  10.60129
H  -28.31806  8.15203  11.49676
H  -26.97941  8.89251  12.34595
H  -27.70250  7.41787  12.95536
O  -20.00791  5.45976  3.59148
C  -20.12319  6.61940  3.66151
O  -20.42086  7.31885  2.49676
C  -20.30559  8.67053  2.80487
C  -19.78381  8.95106  4.24894
C  -19.92574  7.55603  4.83572
H  -21.24365  9.20966  2.67274
H  -19.62388  9.13076  2.08964
H  -20.28377  9.67680  4.89039
H  -18.70137  9.06316  4.31091
H  -20.69303  7.50202  5.60803
H  -19.04757  7.22890  5.39239



| no. | DFT total energy (eV) |
| --- | --- |
| 1 | -28648.6129 |
| 2 | -25024.8317 |
| 3 | -12187.2873 |
| 4 | -29818.3085 |
| 5 | -185457.6315 |
| 6 | -91963.1893 |